[1]
Density functional theory data (ωB97M-V/def2-TZVPD) for C27H25Cl2N8O3PRu as an isolated structure.

Geometry as XYZ:
```
67
Properties=species:S:1:pos:R:3:forces:R:3
Ru 0.60070 0.31690 0.03170 -0.028 0.505 1.411
C -0.87930 -1.53260 5.00430 -0.213 -0.512 0.462
N -0.34090 -0.64230 4.01490 0.007 0.194 -0.245
C 0.30060 0.52460 4.26050 0.279 0.416 -0.089
C 0.65910 1.04060 3.04800 -0.004 -0.031 0.188
N 0.23790 0.19380 2.07040 -0.379 -0.423 0.026
C -0.38030 -0.82260 2.67660 -0.022 -0.494 -0.004
P -1.05120 -2.39960 1.98250 1.283 1.470 0.608
C 0.31390 -2.67390 0.81040 -0.549 0.186 -0.607
N 0.83670 -1.79730 -0.04670 -0.568 -0.770 0.311
C 1.62360 -2.49960 -0.90080 -0.164 -0.038 0.103
C 1.57240 -3.81980 -0.56290 0.058 -0.023 -0.032
N 0.74430 -3.92450 0.50970 0.094 0.435 -0.256
C 0.47560 -5.09690 1.29200 -0.147 -0.568 0.448
C -2.35520 -1.68640 0.94830 -0.428 -0.138 -2.668
N -2.27270 -0.76540 -0.09520 -4.029 -3.121 0.937
C -3.34420 -0.99280 -0.95120 0.911 0.271 0.503
C -4.04070 -2.04650 -0.47780 -0.318 -0.091 -0.175
N -3.45060 -2.47950 0.66950 1.669 2.004 -0.014
C -3.88830 -3.53810 1.52510 -0.215 -1.007 0.689
H -0.78840 -1.07180 5.98490 -0.054 -0.003 -0.050
H -1.92760 -1.74360 4.79580 0.002 0.070 0.112
H -0.33400 -2.47690 5.01010 0.012 0.041 0.045
H 0.46200 0.89640 5.25080 -0.005 0.050 0.222
H 1.18680 1.94810 2.82630 0.034 0.090 -0.089
H 2.16710 -2.03720 -1.70370 0.110 0.097 -0.035
H 2.05280 -4.66540 -1.00590 0.154 -0.262 -0.023
H 1.00590 -5.94810 0.86850 -0.079 0.072 0.012
H 0.82100 -4.93540 2.31660 -0.015 -0.156 -0.115
H -0.59700 -5.30970 1.31510 0.169 -0.078 -0.056
H -3.45800 -0.39510 -1.83240 -0.057 0.148 -0.099
H -4.90610 -2.51770 -0.89830 -0.198 -0.120 0.066
H -4.82560 -3.94710 1.15740 0.035 0.051 -0.060
H -3.13500 -4.33320 1.55620 -0.264 0.091 -0.029
H -4.03950 -3.16730 2.54170 -0.032 -0.053 -0.178
C 5.09030 -2.99400 0.88650 -0.076 0.155 -0.036
C 5.43180 -2.03700 -0.06210 0.143 -0.342 0.042
C 4.68220 -0.89260 -0.20840 -0.805 0.386 0.336
C 3.54810 -0.68170 0.60260 2.496 -1.571 0.190
C 3.23280 -1.64110 1.58580 -0.043 0.834 -0.358
C 3.99240 -2.78060 1.71190 0.254 -0.171 -0.046
N 2.76390 0.41650 0.46850 -2.451 3.371 -1.675
N 3.20580 1.52820 -0.02350 2.420 -2.759 1.108
C 2.34820 2.54270 -0.14190 -2.611 1.223 -0.031
C 2.77530 3.82370 -0.53400 0.246 -0.459 0.233
C 1.86960 4.86000 -0.57520 0.000 0.207 -0.063
C 0.53370 4.65470 -0.23020 0.265 -0.371 0.303
C 0.09290 3.38790 0.14510 -0.123 0.405 0.115
C 0.95890 2.31450 0.14450 0.520 -0.709 -0.343
H 5.68380 -3.88800 0.99520 0.064 -0.096 -0.006
H 6.29110 -2.18940 -0.69760 0.084 -0.038 -0.041
H 4.92490 -0.14110 -0.94440 0.041 0.011 -0.089
H 2.39560 -1.46140 2.24710 -0.027 0.055 0.013
H 3.74140 -3.50730 2.46890 -0.015 -0.104 0.132
H 3.81600 3.97320 -0.77530 0.140 0.064 -0.042
H 2.20630 5.84790 -0.85410 0.000 0.036 -0.067
H -0.16040 5.48050 -0.23030 -0.057 0.136 -0.067
H -0.94320 3.24880 0.42750 -0.029 -0.035 -0.194
O -1.70130 1.24980 -0.96470 -1.672 -0.479 -0.030
C -1.39950 0.27130 -0.32260 4.592 2.466 -0.228
Cl 0.31990 -2.26590 -4.61980 -0.030 -0.059 -0.268
C 0.79490 -0.64110 -4.11800 -0.040 0.061 0.195
Cl 2.54530 -0.43740 -4.27800 0.075 0.037 -0.131
C 0.35420 -0.42060 -2.65530 -0.652 -0.563 -0.500
O -0.61460 -1.03470 -2.22580 -0.418 -0.415 -0.784
O 1.05670 0.38640 -1.99430 0.554 0.590 0.934
H 0.30510 0.08680 -4.76850 0.106 -0.166 0.076
```
Positions in Å, forces in eV/Å.

Calculated values
Frontier orbital gap (alpha / beta): 0.230 / 0.226 Ha
2S+1: 2
Expectation value of S²: 0.76
Total charge: +1



[2]
Density functional theory data (ωB97M-V/def2-TZVPD) for C27H25Cl3F2O3SiTi as an isolated structure.

Geometry as XYZ:
```
62
Properties=species:S:1:pos:R:3:forces:R:3
Ti -0.21529 0.52601 -0.28857 -1.219 0.087 -0.825
C 4.55302 -1.78506 -2.57825 -0.169 -0.076 0.121
C 3.58083 -0.76638 -1.97700 -0.188 0.007 0.060
C 3.05407 0.16661 -3.07622 -0.033 -0.125 0.072
C 4.30715 0.07295 -0.91762 -0.127 -0.119 0.042
Si 2.11221 -1.65086 -1.14338 0.730 -0.531 -0.451
O 1.15940 -0.43550 -0.53925 1.021 -0.609 -0.165
C 1.02635 -2.56124 -2.38856 0.291 0.057 0.247
C 0.22838 -1.80839 -3.25311 0.088 -0.020 -0.035
C -0.59819 -2.42107 -4.18148 -0.068 0.045 -0.056
C -0.64253 -3.80497 -4.26523 0.006 -0.029 0.030
C 0.14609 -4.57036 -3.41901 0.017 -0.059 -0.010
C 0.97440 -3.95181 -2.49413 0.016 0.017 0.136
C 2.68587 -2.65508 0.33910 -0.190 0.091 -0.227
C 2.53206 -2.11337 1.61735 0.033 0.020 -0.096
C 2.88609 -2.83160 2.74806 0.031 -0.009 0.050
C 3.41142 -4.10971 2.62153 -0.017 0.042 0.000
C 3.60425 -4.65186 1.35959 0.044 -0.076 -0.006
C 3.24766 -3.92888 0.23121 0.020 0.040 -0.099
H 5.39523 -1.27380 -3.05371 -0.002 0.012 -0.011
H 4.05938 -2.40155 -3.33421 0.051 -0.019 -0.016
H 4.95521 -2.44369 -1.80343 0.041 -0.018 -0.051
H 3.87312 0.76177 -3.49084 0.015 0.005 -0.005
H 2.30318 0.85638 -2.68132 0.017 0.058 -0.070
H 2.60215 -0.39896 -3.89403 0.009 0.039 -0.007
H 5.16412 0.58579 -1.36374 0.000 0.021 -0.016
H 4.67379 -0.54772 -0.09618 0.017 0.031 0.002
H 3.63903 0.83181 -0.50161 0.063 0.033 0.022
H 0.25328 -0.72661 -3.20565 -0.079 0.041 -0.013
H -1.21566 -1.81768 -4.83560 0.004 0.002 0.012
H -1.29223 -4.28745 -4.98467 -0.002 0.018 -0.004
H 0.11485 -5.65149 -3.47354 -0.005 0.008 -0.015
H 1.57291 -4.56278 -1.82878 -0.070 -0.027 -0.032
H 2.12425 -1.11771 1.72622 -0.079 -0.026 0.085
H 2.74087 -2.39606 3.72863 0.009 -0.004 -0.003
H 3.67134 -4.68094 3.50356 0.018 0.006 -0.002
H 4.02787 -5.64308 1.25595 0.002 0.010 -0.012
H 3.41648 -4.36097 -0.74951 0.013 -0.054 0.053
C -1.84252 -0.28334 -1.11418 -0.334 -0.246 -0.103
C -2.81398 -0.71903 -1.70244 0.063 0.064 0.092
C -3.93944 -1.19462 -2.43963 -0.062 0.008 -0.153
C -4.22632 -2.55913 -2.51180 0.029 -0.018 0.017
C -5.29398 -3.00248 -3.27368 -0.034 -0.024 -0.007
C -6.08119 -2.09596 -3.97029 -0.020 0.015 -0.004
C -5.80520 -0.73755 -3.89517 -0.010 0.036 0.006
C -4.74096 -0.28431 -3.13509 -0.018 -0.051 -0.003
H -3.60521 -3.26390 -1.97490 0.028 0.029 0.003
H -5.51375 -4.06107 -3.32324 0.013 0.002 -0.012
H -6.90995 -2.44447 -4.57286 -0.002 -0.017 0.020
H -6.42038 -0.02583 -4.43035 0.001 -0.018 -0.012
H -4.51811 0.77277 -3.07787 0.028 -0.009 0.010
Cl 1.34653 2.27387 0.91280 0.351 0.351 0.428
C 0.06871 3.36422 0.31073 -0.083 0.364 -0.405
Cl 0.25179 4.97772 0.90899 -0.011 -0.132 -0.078
Cl -1.49119 2.63149 0.80838 -0.227 0.298 0.329
C 0.06865 3.21109 -1.27339 0.061 0.834 0.429
O 0.15064 4.18263 -1.96531 0.010 -0.256 -0.027
O -0.04179 1.96554 -1.56337 0.099 0.280 -0.430
F -0.53480 -1.63867 1.28462 -0.218 0.084 0.052
C -0.83766 -0.30072 1.51095 0.277 -0.717 1.331
F 0.08261 0.11179 2.48898 -0.118 -0.021 0.070
H -1.80528 -0.30234 2.01459 -0.130 0.254 -0.261
```
Positions in Å, forces in eV/Å.

Calculated values
Frontier orbital gap: 0.292 Ha
Energy relative to the best compared isomer or geometry (same formula, charge and spin): 0.552 eV



no.,largest force on an atom (eV/A)
1,5.2
2,1.5